{"formula": "C7H15F3KO6P", "method": "ωB97M-V/def2-TZVPD", "relative_energy_kcal_mol": 0.00, "largest_force_ev_per_a": 1.70, "total_energy_ev": -53556.00557, "orbital_gap_ev": 6.36, "elements": ["K", "C", "O", "O", "C", "F", "F", "F", "C", "C", "H", "H", "H", "H", "H", "H", "C", "O", "P", "O", "O", "C", "O", "C", "H", "H", "H", "H", "H", "H", "H", "H", "H"], "xyz": [[-0.2192, 0.4741, -1.9730], [-1.4461, 3.4964, -0.0608], [-2.4847, 2.5002, -0.0068], [-0.4441, 3.0399, -0.7812], [-2.0172, 4.8758, -0.4837], [-2.9451, 4.7764, -1.4897], [-2.6868, 5.4368, 0.5637], [-1.1132, 5.7953, -0.8698], [-3.5121, 2.7038, 0.9436], [-4.4483, 1.5334, 0.8646], [-4.7144, 1.3438, -0.1736], [-3.9713, 0.6369, 1.2696], [-5.3292, 1.7218, 1.4808], [-4.0718, 3.6387, 0.8037], [-3.1057, 2.8901, 1.9495], [-1.1679, 3.6879, 0.9929], [2.6146, -2.5461, 2.3637], [2.1092, -3.2491, 1.2120], [1.9430, -2.4578, -0.1577], [1.0403, -1.2964, -0.1532], [3.4306, -2.0707, -0.6588], [4.4851, -3.0143, -0.4737], [1.5273, -3.6744, -1.1189], [1.0686, -3.3870, -2.4313], [1.7948, -2.3207, 3.0400], [3.1346, -1.6277, 2.0943], [3.3138, -3.2196, 2.8536], [5.4453, -2.5029, -0.4768], [4.4594, -3.7924, -1.2364], [4.4124, -3.4866, 0.5079], [1.3525, -2.3800, -2.7547], [-0.0148, -3.4518, -2.5235], [1.5602, -4.0741, -3.1163]], "mulliken_charge": [0.898, 0.027, -0.207, -0.858, 0.700, -0.289, -0.274, -0.270, -0.228, -1.238, 0.294, 0.256, 0.383, 0.289, 0.343, 0.166, -0.730, -0.323, 0.898, -0.518, -0.226, -0.609, -0.326, -0.628, 0.283, 0.364, 0.283, 0.259, 0.249, 0.268, 0.217, 0.273, 0.274]}

{"formula": "C32H24BrN5OS3SiTi", "method": "ωB97M-V/def2-TZVPD", "relative_energy_kcal_mol": 15.58, "largest_force_ev_per_a": 1.78, "total_energy_ev": -176617.89317, "orbital_gap_ev": 5.76, "elements": ["Ti", "Br", "C", "C", "C", "C", "O", "C", "C", "N", "C", "C", "C", "C", "C", "C", "C", "C", "N", "C", "C", "H", "H", "H", "H", "H", "H", "H", "H", "H", "H", "C", "Si", "C", "C", "C", "C", "C", "C", "N", "C", "S", "H", "H", "H", "H", "H", "H", "H", "H", "H", "H", "H", "H", "S", "C", "C", "C", "C", "N", "C", "C", "C", "S", "C", "N", "H", "H"], "xyz": [[-0.2678, -0.1218, 0.0740], [1.8441, 0.4036, -6.9661], [1.6487, 0.2569, -5.0811], [2.5776, -0.4889, -4.3462], [2.4152, -0.6227, -2.9926], [1.3305, -0.0178, -2.3136], [1.1593, -0.2190, -1.0538], [0.4473, 0.8137, -3.0723], [-0.5213, 1.6213, -2.4216], [-0.7249, 1.6012, -1.1413], [-1.5406, 2.5282, -0.5103], [-2.2867, 3.5342, -1.1002], [-3.0052, 4.4419, -0.3161], [-2.9893, 4.3753, 1.0513], [-2.2998, 3.3264, 1.6943], [-2.3239, 3.1194, 3.0883], [-1.7038, 2.0149, 3.6100], [-1.0445, 1.1282, 2.7485], [-0.9738, 1.3041, 1.4441], [-1.5784, 2.3927, 0.9083], [0.6122, 0.9069, -4.4656], [3.4128, -0.9599, -4.8417], [3.1007, -1.2131, -2.4020], [-1.0496, 2.3357, -3.0568], [-2.3449, 3.6367, -2.1727], [-3.5776, 5.2118, -0.8097], [-3.5193, 5.1019, 1.6501], [-2.8484, 3.8179, 3.7215], [-1.7089, 1.8115, 4.6698], [-0.5744, 0.2419, 3.1607], [-0.0772, 1.5036, -5.0464], [-5.6283, -2.2839, -0.0517], [-5.1106, -1.8171, -1.8236], [-5.4902, -0.0001, -2.2670], [-6.0008, -2.9418, -3.0777], [-3.2489, -2.0975, -2.0591], [-2.6760, -2.9978, -2.9315], [-1.2894, -3.1552, -2.9803], [-0.5087, -2.3933, -2.1403], [-1.0352, -1.4780, -1.3229], [-2.3697, -1.3397, -1.2714], [-2.8811, -0.1766, -0.1354], [-6.7073, -2.2279, 0.0522], [-5.1849, -1.6107, 0.6748], [-5.3211, -3.2942, 0.2042], [-6.5517, 0.2060, -2.1794], [-5.1908, 0.2279, -3.2866], [-4.9637, 0.6761, -1.6015], [-7.0699, -2.7806, -3.0060], [-5.8189, -3.9950, -2.8921], [-5.7090, -2.7277, -4.1007], [-3.3104, -3.5958, -3.5653], [-0.8273, -3.8692, -3.6432], [0.5668, -2.5269, -2.0954], [1.7172, 0.0882, 1.6101], [1.6865, -1.3586, 2.5765], [2.7264, -1.6119, 3.4699], [2.7279, -2.7487, 4.2681], [3.7588, -2.9643, 5.2064], [4.5813, -3.1328, 5.9874], [1.6784, -3.6872, 4.1534], [0.6463, -3.4432, 3.2572], [0.6314, -2.2903, 2.4801], [-0.7339, -2.0268, 1.4301], [1.6640, -4.8543, 4.9469], [1.6266, -5.7968, 5.5997], [3.5387, -0.9031, 3.5375], [-0.1645, -4.1497, 3.1481]], "mulliken_charge": [-0.140, -0.196, -0.179, -0.383, -0.424, -0.322, -0.233, 0.404, 0.148, 0.619, 0.507, -1.161, -1.037, -0.883, 0.802, -0.663, -1.117, -0.068, 1.089, 0.444, -0.645, 0.458, 0.530, 0.170, 0.364, 0.424, 0.427, 0.462, 0.447, 0.314, 0.488, -1.045, 0.521, -1.073, -1.198, 0.040, 0.181, -1.499, -0.596, 0.933, -0.097, -0.335, 0.377, 0.297, 0.338, 0.392, 0.310, 0.310, 0.335, 0.322, 0.322, 0.467, 0.434, 0.681, -0.420, 0.753, -1.100, 0.589, -0.184, -0.529, 0.454, -1.155, 0.569, -0.338, -0.185, -0.540, 0.502, 0.519]}

{"formula": "C6H10N", "method": "ωB97M-V/def2-TZVPD", "multiplicity": 3, "relative_energy_kcal_mol": 126.84, "largest_force_ev_per_a": 11.40, "s2": 2.0067, "total_energy_ev": -7858.83225, "orbital_gap_ev": [6.96, 7.88], "charge": 1, "elements": ["C", "C", "C", "C", "C", "C", "N", "H", "H", "H", "H", "H", "H", "H", "H", "H", "H"], "xyz": [[-2.8728, -0.5139, 0.4333], [1.2183, -1.9174, -0.0145], [-2.9904, 0.3053, -0.4320], [1.7741, -0.5924, -0.4040], [0.8865, 1.9554, -0.1613], [1.1707, 0.5454, -0.1796], [-0.0764, 0.9929, 0.4314], [-2.7798, -1.2234, 1.2016], [1.6046, -2.1994, 0.9683], [0.1333, -1.8996, 0.0407], [1.5308, -2.6802, -0.7200], [-3.1656, 0.9924, -1.2131], [2.7462, -0.5757, -0.8787], [1.3967, 2.6043, 0.5406], [0.5707, 2.4541, -1.0697], [-0.1398, 0.9715, 1.4502], [-1.0070, 0.7806, 0.0069]], "mulliken_charge": [-0.281, -0.986, -0.500, -0.519, -0.287, 0.432, 0.012, 0.421, 0.312, 0.300, 0.338, 0.435, 0.432, 0.267, 0.260, 0.306, 0.060]}

{"formula": "C15H8BrCuF9NO7S2", "method": "ωB97M-V/def2-TZVPD", "largest_force_ev_per_a": 0.48, "total_energy_ev": -192321.87052, "orbital_gap_ev": 5.63, "charge": -2, "elements": ["Cu", "O", "S", "O", "O", "C", "C", "C", "C", "C", "C", "S", "O", "O", "O", "H", "H", "H", "H", "Br", "C", "C", "C", "N", "C", "C", "H", "H", "H", "H", "F", "C", "F", "F", "C", "O", "C", "F", "F", "F", "C", "F", "F", "F"], "xyz": [[-0.0384, 0.9147, 0.3457], [4.3258, 0.6257, -0.0192], [3.1378, 0.1719, 0.6818], [3.1990, -1.2000, 1.1316], [1.9219, 0.5068, -0.0661], [3.1059, 1.1844, 2.2049], [4.2669, 1.9350, 2.3936], [4.4696, 2.7165, 3.5191], [3.4996, 2.7587, 4.5018], [2.3357, 2.0279, 4.3326], [2.1143, 1.2461, 3.2007], [0.4506, 0.5309, 3.1614], [0.0350, 0.4453, 4.5509], [-0.3059, 1.5397, 2.3989], [0.5154, -0.7499, 2.4837], [5.0137, 1.8866, 1.6159], [5.3844, 3.2901, 3.6199], [3.6366, 3.3615, 5.3926], [1.5597, 2.0507, 5.0837], [-6.4977, 0.3059, 0.0035], [-4.5961, 0.2004, -0.0344], [-3.9210, -0.3363, 1.0439], [-2.5366, -0.3820, 0.9719], [-1.8490, 0.0677, -0.0810], [-2.5251, 0.5884, -1.1074], [-3.9106, 0.6707, -1.1345], [-4.4376, -0.6946, 1.9219], [-1.9430, -0.7803, 1.7858], [-1.9333, 0.9855, -1.9190], [-4.4174, 1.1218, -1.9748], [-0.9993, 5.9755, -2.1818], [-1.1100, 4.6265, -2.1370], [-2.4044, 4.3419, -2.4160], [-0.3900, 4.1553, -3.1579], [-0.6892, 3.9630, -0.7797], [-0.5550, 2.6690, -0.9430], [-1.8052, 4.3291, 0.2809], [-2.8376, 3.4797, 0.1975], [-1.3430, 4.2631, 1.5335], [-2.3280, 5.5747, 0.1263], [0.6504, 4.6287, -0.3141], [1.2233, 3.9304, 0.6550], [0.4976, 5.9035, 0.1382], [1.5254, 4.7044, -1.3342]], "mulliken_charge": [0.262, -0.815, 1.171, -0.700, -0.565, -0.144, -0.475, -0.524, -0.487, -0.747, 0.081, 1.618, -0.803, -0.454, -0.641, 0.509, 0.345, 0.353, 0.445, -0.232, 0.386, -0.698, -0.141, -0.165, -0.261, -0.496, 0.421, 0.478, 0.442, 0.447, -0.299, 0.415, -0.285, -0.262, 1.126, -0.612, 0.392, -0.194, -0.271, -0.326, 0.461, -0.125, -0.330, -0.301]}

{"formula": "C4H8O2", "method": "ωB97M-V/def2-TZVPD", "relative_energy_kcal_mol": 24.84, "largest_force_ev_per_a": 0.53, "total_energy_ev": -8372.20467, "orbital_gap_ev": 10.42, "elements": ["C", "C", "O", "C", "C", "O", "H", "H", "H", "H", "H", "H", "H", "H"], "xyz": [[1.5038, 0.7189, -0.5850], [0.1429, 0.0301, -0.5486], [0.2279, -1.3394, -0.9279], [-0.4059, 0.0483, 0.8771], [-1.8207, -0.4522, 1.0411], [-2.6317, 0.0857, 1.7599], [1.9195, 0.7452, -1.5977], [1.4196, 1.7511, -0.2259], [2.2050, 0.1815, 0.0627], [-0.5475, 0.5589, -1.2247], [0.1802, -1.4004, -1.8897], [-0.3558, 1.0544, 1.3027], [0.2443, -0.6082, 1.4737], [-2.0816, -1.3738, 0.4824]], "mulliken_charge": [-1.268, 0.368, -0.553, -0.700, -0.046, -0.486, 0.338, 0.357, 0.310, 0.328, 0.333, 0.316, 0.348, 0.353]}